(1)
Below is 2 unconnected molecules or ions with the total composition C14H23B3NO9P, with properties calculated with wB97M-V/def2-TZVPD.

Computed properties:
spin multiplicity	1
net charge	0
SMILES	CC(=O)OCCB1OB(c2cccnc2)OB(P(C)O)O1.CCOC(=O)OC
HOMO-LUMO gap	9.0	eV

Each line ends with the Mulliken charge.
Positions of all 51 atoms, in Å:
1 C -4.621772 2.439492 -1.564402  -0.71
2 C -4.723889 3.846138 -1.022859  0.63
3 O -5.474401 4.675985 -1.451950  -0.55
4 O -3.833103 4.164000 -0.027547  -0.27
5 C -3.971378 3.454127 1.208975  -0.36
6 C -2.746922 3.759296 2.049612  -0.88
7 B -1.441189 3.102213 1.494209  0.57
8 O -1.443953 2.353131 0.320861  -0.56
9 B -0.317239 2.456109 -0.467058  0.46
10 C -0.085568 1.574849 -1.731202  0.71
11 C 0.321761 0.246778 -1.590199  -0.24
12 C 0.554163 -0.507335 -2.730093  -0.45
13 C 0.375302 0.102415 -3.965320  -0.35
14 N -0.016824 1.359023 -4.129927  -0.58
15 C -0.233861 2.074836 -3.022594  -0.70
16 O 0.667086 3.332701 -0.008085  -0.06
17 B 0.882926 3.121457 1.346179  0.41
18 P 2.638345 2.453774 1.854220  -0.09
19 C 2.055817 0.772154 2.393671  -0.91
20 O 2.911040 3.229827 3.303432  -0.46
21 O -0.229580 3.248173 2.159362  -0.30
22 H -5.000456 1.716013 -0.843314  0.31
23 H -5.193767 2.388568 -2.486390  0.32
24 H -3.578891 2.190824 -1.766898  0.09
25 H -4.891278 3.785648 1.698615  0.43
26 H -4.053208 2.376224 1.043820  0.25
27 H -2.600813 4.839333 2.128348  0.32
28 H -2.909733 3.372660 3.061274  0.40
29 H 0.426104 -0.181462 -0.597393  0.24
30 H 0.856921 -1.546188 -2.677930  0.42
31 H 0.563921 -0.466302 -4.869029  0.36
32 H -0.540906 3.104666 -3.167130  0.40
33 H 0.978594 0.635030 2.254126  0.15
34 H 2.571658 0.002417 1.822514  0.29
35 H 2.239784 0.652065 3.460976  0.43
36 H 3.775757 2.953399 3.623093  0.28
37 C 3.930773 -6.866842 0.765162  -1.08
38 C 4.058461 -5.758337 -0.255549  -0.19
39 O 2.780191 -5.388168 -0.803438  -0.36
40 C 2.043425 -4.588158 -0.039847  0.79
41 O 2.355228 -4.133655 1.030443  -0.56
42 O 0.888468 -4.360422 -0.669853  -0.36
43 C -0.029497 -3.547023 0.063624  -0.52
44 H 3.404091 -7.719533 0.335781  0.29
45 H 4.919739 -7.192311 1.087376  0.35
46 H 3.377072 -6.528053 1.639695  0.31
47 H 4.640088 -6.085994 -1.114601  0.29
48 H 4.540381 -4.877796 0.167335  0.31
49 H 0.450624 -2.625892 0.387585  0.15
50 H -0.423811 -4.095424 0.917219  0.35
51 H -0.845680 -3.314428 -0.614900  0.23

Atoms 1-2, force components in eV/Å:
C 0.109 0.166 -0.064
C -0.155 0.067 -0.074


(2)
Below is C14H23BBrFINO4 in the gas phase, with properties calculated with wB97M-V/def2-TZVPD.

Computed properties:
spin multiplicity	1
net charge	0
SMILES	CCB(O)[C@]1([C@H](I)CC)NC(=O)[C@](Br)(CC(=O)O)[C@@H]1[C@H](F)CC
HOMO-LUMO gap	9.3	eV

Each line ends with the Mulliken charge.
Positions of all 46 atoms, in Å:
1 C 4.020878 0.067482 1.224535  -1.29
2 C 2.953024 -0.628843 0.320491  -0.17
3 B 1.477568 -0.357654 0.851669  0.38
4 O 1.376363 0.237123 2.089270  -0.67
5 C 0.143364 -0.759467 -0.001589  -0.53
6 C -0.394275 -2.177540 0.177383  -0.94
7 I -1.198068 -2.534002 2.178021  0.06
8 C 0.629742 -3.294272 -0.076898  -0.30
9 C 0.689048 -3.791913 -1.539330  -1.27
10 N 0.705718 -0.801231 -1.421673  -0.13
11 C 0.788541 0.532520 -1.882735  -0.26
12 O 1.466568 0.912952 -2.730125  -0.49
13 C -0.179107 1.463575 -1.079067  0.73
14 Br -1.639644 2.244403 -2.140264  0.03
15 C 0.616869 2.580696 -0.425942  -0.04
16 C -0.174937 3.570837 0.387911  0.04
17 O -0.355396 3.415751 1.522220  -0.44
18 O -0.662451 4.689293 -0.229191  -0.43
19 C -0.895919 0.391605 -0.204769  -0.17
20 C -1.857033 0.794608 0.926894  -0.26
21 F -1.295610 0.731726 2.175492  -0.41
22 C -3.196286 0.034760 0.847354  -0.79
23 C -4.220303 0.791905 -0.022177  -1.23
24 H 4.007888 -0.354524 2.220716  0.31
25 H 4.983976 -0.068094 0.744719  0.39
26 H 3.764988 1.122384 1.260665  0.25
27 H 3.108186 -0.236837 -0.683650  0.33
28 H 3.193276 -1.693552 0.346022  0.28
29 H 0.882596 1.070195 2.011203  0.40
30 H -1.243328 -2.344937 -0.485361  0.71
31 H 0.317040 -4.142717 0.521308  0.59
32 H 1.637836 -3.062323 0.250047  0.08
33 H 0.961989 -4.839411 -1.572081  0.40
34 H -0.221397 -3.579217 -2.096679  0.27
35 H 1.490943 -3.251808 -2.039146  0.32
36 H -0.009137 -1.218819 -2.026198  0.44
37 H 1.075592 3.139215 -1.243097  0.62
38 H 1.439426 2.239713 0.201982  -0.07
39 H -0.328442 5.419024 0.312923  0.41
40 H -1.580232 -0.059816 -0.927376  0.87
41 H -2.127918 1.836325 0.762718  0.38
42 H -3.016512 -0.927445 0.375481  0.10
43 H -3.618666 -0.096326 1.837034  0.53
44 H -4.265140 0.408871 -1.037502  0.30
45 H -4.033559 1.860293 -0.074080  0.27
46 H -5.218058 0.665488 0.392873  0.39

Atoms 1-2, force components in eV/Å:
C -0.906 -0.381 -0.927
C 0.392 0.505 1.210


(3)
Below is a molecular structure, C14H23BCl, with properties calculated with wB97M-V/def2-TZVPD.

Computed properties:
spin multiplicity	1
relative energy (zero: lowest compared OMol25 entry of this formula, charge and spin)	267.3	kcal/mol
net charge	-1
HOMO-LUMO gap	5.5	eV

Each line ends with the Mulliken charge.
Positions of all 39 atoms, in Å:
1 C 2.769501 -3.370293 -0.083814  -0.77
2 C 3.415952 -2.194098 -1.029698  -0.40
3 C 3.096090 -0.650079 -0.476108  -0.55
4 C 1.692699 -0.646296 0.368551  -0.12
5 B 1.072672 0.840876 0.695495  0.37
6 C 1.966358 2.234188 0.418575  -0.24
7 C 1.298144 3.182795 -0.748912  -0.81
8 C -0.465147 1.134437 1.274022  -0.71
9 C -1.279198 -0.203749 1.736368  -0.44
10 C -2.662807 -0.251945 0.811260  0.10
11 C -2.609297 -1.051214 -0.627575  -0.14
12 C -3.980996 -1.051928 -1.550647  -0.40
13 C -5.309564 -0.235703 -0.981677  -0.32
14 C -5.338843 0.560853 0.482258  -0.35
15 C -3.974012 0.552391 1.409284  -0.30
16 H 3.218825 -4.449530 -0.280887  0.29
17 H 1.600319 -3.479089 -0.260910  0.15
18 H 2.892935 -3.131239 1.067049  0.19
19 H 4.577505 -2.363683 -1.044282  0.32
20 H 2.950703 -2.316665 -2.099840  0.24
21 H 3.954319 -0.351912 0.297821  0.23
22 H 3.130188 0.111637 -1.374655  0.20
23 H 1.719836 -1.239514 1.380099  0.24
24 H 0.890703 -1.200145 -0.320601  -0.16
25 H 3.109916 2.028461 0.291817  0.25
26 H 1.858544 2.852462 1.434309  0.13
27 H 1.630665 2.885855 -1.846351  0.12
28 H 1.578553 4.326220 -0.549143  0.33
29 H 0.104989 3.163424 -0.716889  0.09
30 H -0.438381 1.933411 2.160509  0.18
31 H -1.049653 1.638637 0.381068  0.30
32 H -1.605974 -0.026259 2.869677  0.29
33 H -0.673128 -1.202032 1.725865  0.28
34 H -1.598348 -1.572378 -0.908385  0.18
35 H -3.928849 -1.612942 -2.577268  0.27
36 H -6.272280 -0.212090 -1.657572  0.25
37 H -6.275045 1.148402 0.893371  0.26
38 H -3.892848 1.101469 2.459013  0.24
39 Cl 2.824955 3.117263 -3.021199  -0.80

Atoms 1-2, force components in eV/Å:
C -0.605 -0.329 0.352
C -0.214 -0.066 0.443


(4)
Below is 2 unconnected molecules or ions with the total composition C14H23BNO3S2, with properties calculated with wB97M-V/def2-TZVPD.

Computed properties:
spin multiplicity	1
relative energy (zero: lowest compared OMol25 entry of this formula, charge and spin)	0.0	kcal/mol
net charge	+1
HOMO-LUMO gap	3.7	eV

Each line ends with the Mulliken charge.
Positions of all 44 atoms, in Å:
1 C 5.628858 -0.188747 1.867699  -1.22
2 C 4.901959 -0.177112 0.614078  0.43
3 C 5.287088 0.016017 -0.686490  -0.60
4 C 4.092984 -0.035937 -1.472125  -0.78
5 C 3.029844 -0.234376 -0.611898  0.31
6 B 1.435331 -0.079026 -0.819568  0.86
7 O 0.613206 -1.143996 -0.263996  -0.49
8 C 0.188019 -0.838990 1.089244  -0.36
9 C 0.548908 0.592355 1.433716  -0.69
10 N 0.892941 1.204632 0.128079  0.11
11 C 1.768822 2.393940 0.256515  -0.86
12 C -0.306135 1.563449 -0.696961  0.25
13 C 0.231081 1.466183 -2.127806  -0.53
14 O 1.157132 0.369912 -2.186717  -0.47
15 O 3.543087 -0.354265 0.664106  -0.32
16 H 6.702182 -0.123429 1.666500  0.34
17 H 5.349309 0.663779 2.494746  0.26
18 H 5.430575 -1.104977 2.431107  0.29
19 H 6.294962 0.202228 -1.048995  0.43
20 H 4.044365 0.069794 -2.555203  0.53
21 H -0.909727 -0.962193 1.152974  0.06
22 H 0.680247 -1.518922 1.801500  0.42
23 H -0.267645 1.155216 1.889399  0.42
24 H 1.423448 0.644284 2.083222  0.41
25 H 1.119868 3.283100 0.221178  0.24
26 H 2.276879 2.359214 1.229364  0.31
27 H 2.506234 2.428132 -0.562145  0.31
28 H -1.120508 0.848713 -0.523566  -0.99
29 H -0.653294 2.564922 -0.427675  0.48
30 H -0.570424 1.262338 -2.852910  0.43
31 H 0.709146 2.428192 -2.385236  0.29
32 C -6.101023 -1.732311 0.263826  -0.51
33 C -5.332643 -2.661561 -0.664810  -0.64
34 S -3.508475 -2.676356 -0.601547  0.10
35 C -3.020719 -1.072450 -0.443622  -0.05
36 S -3.869531 0.144297 0.362042  0.15
37 C -5.652807 -0.277333 0.300227  -0.62
38 H -7.149171 -1.737490 -0.068509  0.32
39 H -6.089036 -2.146285 1.285117  0.32
40 H -5.552086 -3.693875 -0.350384  0.40
41 H -5.623768 -2.544123 -1.719487  0.40
42 H -2.044523 -0.823947 -0.882271  0.51
43 H -6.076307 0.309531 -0.531589  0.39
44 H -6.008651 0.157471 1.248871  0.39

Atoms 1-2, force components in eV/Å:
C 0.588 -0.055 0.929
C -0.518 0.080 -1.865


(5)
Below is a molecular structure, C14H23Cl2N2O8P2PdS, with properties calculated with wB97M-V/def2-TZVPD.

Computed properties:
spin multiplicity	3
net charge	+1
HOMO-LUMO gap (spin up / spin down)	8.5 / 7.8	eV
<S²>	2.01

Each line ends with the Mulliken spin population.
Positions of all 53 atoms, in Å:
1 Pd -0.403941 0.415498 1.663489  1.39
2 C 0.040125 0.005290 6.482611  0.00
3 C -0.262542 0.350867 5.033072  0.01
4 O -1.646989 0.672999 4.849400  0.00
5 P 0.482492 1.909273 4.455210  0.01
6 O -0.129610 3.048036 5.358459  0.00
7 O 1.983224 1.858108 4.919594  0.00
8 O 0.268328 2.124572 2.991447  0.05
9 P 0.208812 -0.958256 3.803867  -0.01
10 O 0.689108 -2.156528 4.712981  0.01
11 O -1.074802 -1.234339 3.027969  0.15
12 O 1.263824 -0.484641 2.824235  0.14
13 H -0.276889 0.825929 7.124886  0.00
14 H 1.105112 -0.174314 6.626952  0.00
15 H -0.506930 -0.892178 6.765784  0.00
16 H -2.076153 -0.067431 4.392806  0.00
17 H -1.036890 3.284407 5.122697  0.00
18 H 2.621351 2.206861 4.284543  0.00
19 H 0.765264 -3.008564 4.264908  0.00
20 Cl 1.904096 -0.520912 -0.869634  0.00
21 C 2.321896 -1.918144 -1.890111  0.00
22 Cl 3.028714 -1.417321 -3.426909  0.00
23 H 1.412218 -2.469040 -2.095895  0.00
24 H 3.043422 -2.516114 -1.347678  0.00
25 C 1.949291 2.511595 -3.372307  0.00
26 C 0.785094 3.297723 -3.962939  0.00
27 C -0.567122 2.676999 -3.633373  0.00
28 N -0.817032 2.718632 -2.189927  0.02
29 C -1.041797 1.748728 -1.317664  0.01
30 S -1.234676 2.205279 0.312018  0.16
31 N -1.120981 0.478199 -1.815926  0.00
32 C -1.325255 -0.716454 -1.139533  0.00
33 O -1.478529 -0.782311 0.065087  0.03
34 C -1.318931 -1.934773 -1.982536  0.01
35 C -1.436556 -1.920883 -3.372415  0.00
36 C -1.360417 -3.106029 -4.084593  0.00
37 C -1.170746 -4.308222 -3.416530  0.00
38 C -1.072744 -4.329360 -2.030319  0.00
39 C -1.150122 -3.147981 -1.314893  0.00
40 H 2.899259 2.978571 -3.626795  0.00
41 H 1.967714 1.488945 -3.755626  0.00
42 H 1.890400 2.460316 -2.283516  0.00
43 H 0.869120 3.344736 -5.049866  0.00
44 H 0.799466 4.332327 -3.608638  0.00
45 H -0.580080 1.650603 -3.998750  0.00
46 H -1.380361 3.203680 -4.134180  0.00
47 H -0.721901 3.630860 -1.763264  0.00
48 H -0.896484 0.370116 -2.791124  0.00
49 H -1.629047 -1.006310 -3.921808  0.00
50 H -1.459257 -3.092026 -5.161291  0.00
51 H -1.109200 -5.230609 -3.978227  0.00
52 H -0.937735 -5.267839 -1.510139  0.00
53 H -1.074612 -3.138572 -0.235614  0.00

Atoms 1-2, force components in eV/Å:
Pd -0.105 0.325 -0.146
C 0.095 0.068 -0.015


(6)
Below is a molecular structure, C14H23CrNS4, with properties calculated with wB97M-V/def2-TZVPD.

Computed properties:
spin multiplicity	2
net charge	+3
HOMO-LUMO gap (spin up / spin down)	5.9 / 6.6	eV
<S²>	0.77

Each line ends with the Mulliken spin population.
Positions of all 43 atoms, in Å:
1 Cr -0.033321 0.259076 0.053820  1.16
2 C 2.223909 -0.075581 2.407763  0.01
3 C 3.061467 0.574116 1.322986  0.00
4 S 2.287496 0.500622 -0.324476  -0.05
5 C 2.863822 -1.039487 -1.095810  0.00
6 C 2.135482 -2.258231 -0.574411  0.01
7 S 0.359588 -1.937890 -0.748323  -0.04
8 C -0.380080 -3.025106 0.504042  0.01
9 C -1.813331 -2.577327 0.699854  0.00
10 S -1.971465 -0.779661 0.961430  -0.05
11 C -1.855126 -0.495052 2.749152  -0.01
12 C -0.436927 -0.553708 3.270121  0.01
13 S 0.550779 0.621132 2.297400  -0.04
14 H 2.629969 0.156014 3.393498  0.00
15 H 2.158742 -1.157877 2.304898  0.00
16 H 4.047408 0.112410 1.248601  0.00
17 H 3.221820 1.635879 1.513655  0.00
18 H 3.942350 -1.110795 -0.946012  0.00
19 H 2.698365 -0.884562 -2.163348  0.00
20 H 2.349628 -2.469049 0.472066  0.00
21 H 2.385847 -3.139853 -1.165743  0.00
22 H 0.214427 -2.953950 1.413349  0.00
23 H -0.341798 -4.053451 0.142429  0.00
24 H -2.287101 -3.084811 1.541518  0.00
25 H -2.425677 -2.775699 -0.180489  0.00
26 H -2.505730 -1.209641 3.256813  0.00
27 H -2.301460 0.491092 2.892334  0.00
28 H 0.011482 -1.542503 3.184048  0.00
29 H -0.396820 -0.248247 4.316555  0.00
30 N -0.486319 2.227698 -0.193322  -0.01
31 C -1.102049 2.304307 -1.541317  0.00
32 C -1.701258 1.151852 -2.017351  0.01
33 C -2.256163 1.150618 -3.295594  0.00
34 C -2.209817 2.309336 -4.046001  0.00
35 C -1.599339 3.457826 -3.549435  0.00
36 C -1.025157 3.462812 -2.283108  0.00
37 H 0.343801 2.823173 -0.193989  0.01
38 H -1.076990 2.598152 0.553741  0.00
39 H -1.779774 0.241638 -1.418057  -0.01
40 H -2.735372 0.261293 -3.681046  0.00
41 H -2.654461 2.321709 -5.032123  0.00
42 H -1.569671 4.357513 -4.149319  0.00
43 H -0.541180 4.354214 -1.900802  0.00

Atoms 1-2, force components in eV/Å:
Cr -0.167 -0.078 -0.373
C 0.084 0.093 0.038